[1]
This record from the OMol25 dataset describes a cluster of 3 separate species, C16H34B3F9O9S2 in total. The level of theory is wB97M-V/def2-TZVPD.

Geometry (Å):
F1 1.232392 -3.064038 -0.731063
C1 1.607822 -3.828204 0.327874
F2 1.562470 -5.127809 -0.114764
C2 0.689849 -3.684156 1.541787
C3 -0.765179 -3.294425 1.193276
B1 -1.072467 -1.758947 1.029794
O1 -1.893439 -1.123317 1.954271
B2 -2.036531 0.246214 1.863878
O2 -1.909220 0.874394 0.638594
B3 -1.243585 0.161557 -0.346129
S1 -1.301629 0.792353 -2.035706
O3 -0.577738 -1.005710 -0.021838
C4 3.128197 -3.592569 0.630209
F3 3.410856 -4.231805 1.771914
F4 3.852294 -4.135251 -0.343559
S2 3.726095 -1.785673 0.782011
F5 3.937993 -1.910471 2.356261
F6 2.236975 -1.266673 1.058133
F7 3.501712 -1.606980 -0.782416
F8 5.223366 -2.255954 0.542588
F9 4.230247 -0.288158 0.856546
H1 1.131912 -3.006540 2.276972
H2 0.688643 -4.675461 2.008382
H3 -1.078100 -3.818305 0.281894
H4 -1.401186 -3.658108 2.008706
H5 -2.249811 0.900554 2.832034
H6 -0.585659 -0.189789 -2.595277
C5 -5.737404 1.430704 0.668102
O4 -6.621576 0.919068 1.638951
C6 -6.107577 -0.220295 2.301955
C7 -6.701510 -0.359464 3.684521
O5 -6.147000 0.527194 4.640091
C8 -6.599959 1.870032 4.624648
C9 -7.942618 2.074932 5.285990
O6 -8.995683 1.630639 4.450730
C10 -10.167273 1.319720 5.167480
H7 -5.568838 0.713622 -0.144419
H8 -6.188582 2.330828 0.255782
H9 -4.772911 1.692771 1.118927
H10 -5.015995 -0.149286 2.394256
H11 -6.348988 -1.120540 1.719255
H12 -6.446524 -1.357637 4.047738
H13 -7.789959 -0.278052 3.643415
H14 -6.604108 2.279826 3.612221
H15 -5.862582 2.421001 5.212574
H16 -8.069784 3.146374 5.495709
H17 -7.958478 1.533554 6.239827
H18 -9.977570 0.548362 5.922914
H19 -10.895892 0.941651 4.453093
H20 -10.583722 2.204556 5.663217
C11 5.337841 -1.742958 -3.784735
O7 5.263884 -0.374494 -4.112970
C12 4.939663 0.436429 -2.998296
C13 5.414605 1.856656 -3.197425
O8 6.806844 2.032713 -3.000201
C14 7.668532 1.640751 -4.054160
C15 7.753811 2.639398 -5.184687
O9 6.602571 2.580581 -6.006642
C16 6.381828 3.772146 -6.723528
H21 4.366225 -2.133038 -3.458842
H22 5.648522 -2.276969 -4.680649
H23 6.072301 -1.921664 -2.990472
H24 5.397424 0.031363 -2.087498
H25 3.848880 0.446337 -2.861136
H26 4.942619 2.466104 -2.423479
H27 5.096421 2.234896 -4.171551
H28 7.410650 0.650194 -4.435560
H29 8.659840 1.583593 -3.598979
H30 8.644333 2.411191 -5.787337
H31 7.871257 3.645967 -4.764931
H32 6.279056 4.629000 -6.047553
H33 5.455277 3.650417 -7.281168
H34 7.195866 3.975102 -7.429550

Atoms 1-6, force components in eV/Å:
F 0.162 -0.191 0.349
C -0.104 0.043 -0.106
F -0.061 0.327 0.125
C -0.014 -0.192 -0.014
C 0.034 0.007 0.134
B 0.026 0.092 -0.010

* calculated total energy: -3077.079076 hartree
* HOMO energy: -0.3376 Eh
* ΔE to the lowest compared entry with this formula, charge and spin: 0.00 kJ/mol
* frontier orbital gap: 9.36 eV
* charge: 0



[2]
This record from the OMol25 dataset describes a structure of composition C16H34BCrNP2 at a distorted geometry. The level of theory is wB97M-V/def2-TZVPD.

Geometry (Å):
P1 -0.378768 -1.885577 -1.586053
P2 -0.178120 1.841648 -2.256511
C1 -0.783121 -0.811573 -2.991779
C2 0.123358 0.392692 -3.261846
H1 -1.839566 -0.534547 -2.902672
H2 -0.693135 -1.450527 -3.872052
H3 1.191946 0.148748 -3.203041
H4 -0.055674 0.775077 -4.275093
C3 -1.685454 2.599773 -2.795606
H5 -2.132564 3.224382 -2.017781
H6 -2.410459 1.853498 -3.123522
H7 -1.385098 3.228381 -3.636093
C4 1.095353 3.090943 -2.365141
H8 0.798753 3.745749 -3.190419
H9 2.075377 2.663826 -2.598797
H10 1.178557 3.715628 -1.469268
C5 -1.618529 -3.154025 -1.589462
H11 -1.568282 -3.744527 -0.664663
H12 -1.433522 -3.825048 -2.443109
H13 -2.609078 -2.691127 -1.691033
C6 1.243298 -2.527052 -2.048307
H14 1.952136 -1.725618 -2.269845
H15 1.140449 -3.116059 -2.960667
H16 1.666945 -3.161183 -1.270753
Cr1 -0.735653 -2.699959 2.036978
C7 0.536261 2.191320 2.082229
C8 -0.628097 2.273941 1.430448
C9 -1.141038 1.508407 0.276549
C10 -1.273612 -0.006469 0.464548
C11 -0.051663 -0.773615 -0.146265
C12 1.267521 -0.182367 -0.398166
C13 1.830600 1.064427 0.143613
C14 1.622323 1.259826 1.669087
C15 0.866391 -3.591444 3.140359
H17 0.654488 2.659761 3.058185
H18 -1.214899 3.162857 1.565304
H19 -0.509910 1.637297 -0.680856
H20 -2.116988 1.900622 -0.041575
H21 -1.305094 -0.193898 1.549054
H22 -2.246676 -0.359398 0.057266
H23 0.091153 -1.585063 0.668467
H24 1.999062 -1.027630 -0.371556
H25 1.582624 1.968387 -0.433835
H26 2.920280 0.983389 -0.052818
H27 1.470897 0.273174 2.133905
H28 2.535784 1.685940 2.094021
H29 1.546071 -2.874063 3.631885
H30 1.499286 -4.258773 2.530691
H31 0.451760 -4.215727 3.958726
B1 -0.516943 0.464857 5.398860
C16 -0.580358 -0.638008 4.365005
N1 -0.690801 -1.452016 3.528830
H32 -1.530680 1.118007 5.180296
H33 0.496577 1.091145 5.151446
H34 -0.523478 -0.038391 6.492822

Atoms 1-6, force components in eV/Å:
P 1.833 2.891 -0.702
P 1.184 -1.098 0.146
C -0.066 -0.075 -0.272
C 0.477 0.780 -1.772
H 0.082 0.102 -0.050
H -0.243 -0.165 -0.087

* calculated total energy: -2436.445223 hartree
* HOMO energy (alpha / beta): -0.2033 / -0.2091 Eh
* multiplicity: 5
* ΔE to the lowest compared entry with this formula, charge and spin: 409.85 kJ/mol
* frontier orbital gap (alpha / beta): 4.60 / 4.62 eV
* charge: 0



[3]
This record from the OMol25 dataset describes a structure of composition C16H34BNP2Re at a distorted geometry. The level of theory is wB97M-V/def2-TZVPD.

Geometry (Å):
P1 0.020302 -2.618906 -1.577965
P2 -0.514773 0.532952 -1.222959
C1 -0.511531 -1.751099 -3.129004
C2 0.006732 -0.346532 -3.038633
H1 -1.609531 -1.810151 -3.157866
H2 -0.088670 -2.330472 -3.963589
H3 1.102519 -0.303280 -3.097205
H4 -0.396276 0.262570 -3.853599
C3 -2.008653 1.265697 -2.277718
H5 -2.344994 2.206934 -1.818157
H6 -2.824855 0.536022 -2.276582
H7 -1.721353 1.498498 -3.307949
C4 0.591186 1.940910 -1.728077
H8 0.414244 2.175740 -2.790635
H9 1.650225 1.680955 -1.619984
H10 0.364633 2.840994 -1.149814
C5 -1.047564 -4.093212 -1.622804
H11 -1.447318 -4.290574 -0.614687
H12 -0.450477 -4.950863 -1.970464
H13 -1.871321 -3.887053 -2.323934
C6 1.686107 -3.213593 -2.075082
H14 2.417162 -2.391386 -2.045240
H15 1.612643 -3.605895 -3.097226
H16 2.017257 -4.010277 -1.399073
Re1 0.070307 -1.226804 0.068570
C7 1.264793 3.020486 2.422071
C8 -0.058628 3.199732 2.390827
C9 -0.984840 3.114667 1.204307
C10 -1.910488 1.873380 1.204658
C11 -1.979480 1.085717 -0.031499
C12 1.487101 0.020265 1.094645
C13 2.403196 1.147932 0.834472
C14 2.108285 2.649010 1.213973
C15 0.685868 -2.996987 1.005880
H17 1.805565 3.067443 3.373738
H18 -0.608619 3.458467 3.316965
H19 -0.421182 3.144506 0.270554
H20 -1.688674 3.972822 1.210835
H21 -1.711486 1.231159 2.078945
H22 -2.944169 2.233932 1.371244
H23 -2.761698 0.307050 0.018057
H24 1.712348 -0.427954 2.088578
H25 2.699167 1.126041 -0.222196
H26 3.323074 0.897462 1.389537
H27 3.091156 3.098282 1.435203
H28 1.745149 3.146270 0.303122
H29 1.423662 -2.545552 1.680404
H30 1.118418 -3.808080 0.412330
H31 -0.210112 -3.332420 1.546244
B1 -0.769329 -0.332273 4.403364
C16 -0.852553 -0.806408 2.967631
N1 -0.830434 -1.038161 1.810061
H32 0.247486 -0.769224 4.910079
H33 -1.742512 -0.740174 4.996465
H34 -0.757061 0.891410 4.389195

Atoms 1-6, force components in eV/Å:
P 0.399 -3.576 -6.466
P -1.436 4.190 -4.581
C 0.062 -0.556 0.811
C 0.235 -0.848 -1.426
H 0.273 0.165 -0.187
H -0.266 0.417 -0.063

* calculated total energy: -1469.599061 hartree
* HOMO energy (alpha / beta): -0.5571 / -0.5606 Eh
* multiplicity: 4
* ΔE to the lowest compared entry with this formula, charge and spin: 246.19 kJ/mol
* frontier orbital gap (alpha / beta): 6.18 / 5.87 eV
* charge: +2



[4]
This record from the OMol25 dataset describes a structure of composition C16H34CaO3P2S at a distorted geometry. The level of theory is wB97M-V/def2-TZVPD.

Geometry (Å):
P1 -0.825715 2.520635 -0.210251
P2 -1.971519 -1.170471 -2.585280
C1 -0.822322 1.532792 -1.765163
C2 -2.088144 0.690332 -2.139544
H1 0.146852 0.952779 -1.773620
H2 -0.642110 2.303009 -2.624095
H3 -2.949361 0.879956 -1.476777
H4 -2.460874 1.097160 -3.088361
C3 -1.855385 -0.845808 -4.374851
H5 -0.960444 -1.355624 -4.727659
H6 -1.661551 0.221128 -4.524569
H7 -2.759992 -1.114596 -4.923976
C4 -3.535453 -2.318189 -2.289041
H8 -4.303458 -2.195529 -3.056243
H9 -4.067626 -2.182575 -1.300259
H10 -3.270767 -3.385563 -2.316043
C5 -0.825791 4.351152 -0.406936
H11 0.062476 4.728786 0.149804
H12 -1.745928 4.832370 0.001242
H13 -0.693701 4.519468 -1.490072
C6 -2.103434 2.285972 1.144210
H14 -2.681537 1.319463 1.091523
H15 -2.822441 3.115873 1.193293
H16 -1.595215 2.236979 2.130051
Ca1 -3.342049 -0.763792 0.077716
C7 -5.923650 -0.392853 -1.739634
C8 -5.297503 -0.074999 -2.907520
C9 -5.153030 1.249682 -3.514119
C10 -5.151927 2.481670 -2.495837
C11 -4.525172 2.225859 -1.187765
C12 -5.030394 1.655991 -0.083877
C13 -6.463353 1.287948 0.112920
C14 -7.005259 0.460444 -1.128121
C15 0.663599 2.236492 0.758192
H17 -5.970766 -1.424390 -1.412176
H18 -5.244493 -0.777466 -3.717090
H19 -5.940462 1.424907 -4.277697
H20 -4.235803 1.328349 -4.141588
H21 -4.636958 3.281417 -3.049786
H22 -6.192889 2.834215 -2.385972
H23 -3.514773 2.605774 -1.119638
H24 -4.591068 1.579530 0.904653
H25 -7.192993 2.070661 0.385766
H26 -6.578001 0.588725 0.973888
H27 -7.851153 -0.185640 -0.769346
H28 -7.389845 1.153772 -1.895542
H29 0.376318 1.890648 1.742722
H30 1.167498 3.198258 0.819844
H31 1.264704 1.488965 0.243563
C16 0.774715 -2.975859 0.420476
S1 -0.163359 -1.514102 0.941815
O1 -1.443314 -1.851369 1.655027
O2 0.832090 -0.698950 1.615212
O3 -0.688598 -0.882641 -0.327190
H32 1.389677 -3.415056 1.228047
H33 1.452228 -2.739091 -0.425769
H34 -0.000744 -3.667926 0.100056

Atoms 1-6, force components in eV/Å:
P -0.834 0.281 2.340
P 1.555 -1.176 -0.300
C 0.771 0.374 -1.660
C -1.234 -0.116 0.014
H -1.186 0.275 0.414
H -0.475 -1.009 1.512

* calculated total energy: -2613.953666 hartree
* HOMO energy (alpha / beta): -0.1190 / -0.1176 Eh
* ΔE to the lowest compared entry with this formula, charge and spin: 40.37 kJ/mol
* frontier orbital gap (alpha / beta): 3.22 / 3.20 eV
* charge: 0



[5]
This record from the OMol25 dataset describes a structure of composition C16H34CoP2 at a distorted geometry. The level of theory is wB97M-V/def2-TZVPD.

Geometry (Å):
P1 1.571018 -0.281909 -1.374309
P2 -1.534590 -1.553715 0.249788
C1 0.741933 -1.933554 -1.666491
C2 -0.786693 -1.895602 -1.478531
H1 1.202920 -2.685422 -1.002356
H2 1.025481 -2.284592 -2.675060
H3 -1.252162 -1.246811 -2.231244
H4 -1.153701 -2.911660 -1.699275
C3 -1.344543 -3.297211 0.765015
H5 -1.926963 -3.441336 1.677745
H6 -0.286934 -3.548868 0.911273
H7 -1.747816 -3.954035 -0.024968
C4 -3.339212 -1.385351 0.088505
H8 -3.735796 -2.397418 -0.043027
H9 -3.640408 -0.801040 -0.785206
H10 -3.811938 -0.995118 1.034558
C5 3.507522 -0.383017 -1.330467
H11 3.952173 0.554088 -1.674933
H12 3.893955 -1.184401 -1.968701
H13 3.886310 -0.572740 -0.322931
C6 2.073586 -0.108477 -3.318272
H14 1.179807 -0.122102 -3.957385
H15 2.705089 -0.967144 -3.614951
H16 2.647524 0.810414 -3.559343
Co1 -3.193351 0.414424 1.717510
C7 0.236376 -0.647569 0.868212
C8 1.727412 -0.548547 0.458647
C9 2.281286 0.750250 1.158188
C10 1.915354 2.105517 0.417784
C11 1.842935 1.757755 -1.010713
C12 0.597817 1.295596 -1.591342
C13 -0.685828 1.249535 -0.783513
C14 -0.507088 0.668599 0.643265
C15 -2.459816 2.519228 1.589319
H17 0.161177 -0.800682 1.974555
H18 2.290919 -1.453944 0.708474
H19 3.368078 0.679211 1.162124
H20 1.974484 0.806563 2.215589
H21 0.973912 2.523606 0.813249
H22 2.698402 2.849874 0.609396
H23 2.646679 2.113279 -1.682448
H24 0.414770 1.552369 -2.648945
H25 -1.495407 0.721006 -1.347834
H26 -0.986277 2.301832 -0.662889
H27 -0.074035 1.402700 1.314119
H28 -1.574794 0.605814 1.018864
H29 -3.423788 3.071670 1.628575
H30 -1.889434 2.888775 0.727188
H31 -1.851199 2.905705 2.420848
C16 -2.311128 1.115344 3.743054
H32 -3.132220 1.128940 4.494817
H33 -1.877078 2.130683 3.873069
H34 -1.494718 0.479491 4.171402

Atoms 1-6, force components in eV/Å:
P 4.555 -1.538 -3.242
P 4.602 -2.168 -0.014
C 0.248 -0.194 0.394
C -1.326 -0.337 -0.697
H -0.237 0.345 0.086
H -0.568 0.285 0.285

* calculated total energy: -2694.938518 hartree
* HOMO energy (alpha / beta): -0.1892 / -0.2222 Eh
* multiplicity: 4
* ΔE to the lowest compared entry with this formula, charge and spin: 861.06 kJ/mol
* frontier orbital gap (alpha / beta): 4.32 / 5.54 eV
* charge: 0



[6]
This record from the OMol25 dataset describes a structure of composition C16H34MnOP2 at a distorted geometry. The level of theory is wB97M-V/def2-TZVPD.

Geometry (Å):
P1 1.780090 1.263592 0.324302
P2 1.285598 -1.860320 0.738627
C1 0.181612 0.531904 -0.267801
C2 -0.184212 -0.733881 0.527404
H1 0.317158 0.303786 -1.344383
H2 -0.607286 1.300015 -0.161276
H3 -0.529447 -0.477255 1.548516
H4 -0.986702 -1.292762 0.011637
C3 1.285803 -2.864140 -0.786446
H5 2.026354 -3.665843 -0.658890
H6 1.572505 -2.251263 -1.652475
H7 0.293891 -3.305780 -0.958522
C4 0.857472 -3.004604 2.081876
H8 -0.123943 -3.465663 1.904945
H9 0.849914 -2.459591 3.035905
H10 1.632472 -3.782407 2.120141
C5 2.330517 2.391809 -0.988748
H11 3.187736 2.966788 -0.614107
H12 1.517262 3.076933 -1.266792
H13 2.646688 1.806991 -1.864366
C6 1.304333 2.322123 1.736535
H14 0.985468 1.705923 2.590172
H15 0.487956 2.990297 1.428375
H16 2.180335 2.916669 2.033976
Mn1 3.304636 -0.465724 1.069968
C7 -4.083017 -0.944785 -0.240096
C8 -3.526656 -1.360947 -1.377372
C9 -3.714118 -0.748480 -2.739291
C10 -4.154316 0.729183 -2.768636
C11 -3.237819 1.683151 -2.053597
C12 -3.242521 2.026996 -0.757845
C13 -4.229712 1.569483 0.278724
C14 -4.971673 0.250265 -0.016451
C15 4.854360 1.015133 1.103155
H17 -3.948331 -1.552083 0.666830
H18 -2.962001 -2.305590 -1.382522
H19 -4.461490 -1.333657 -3.303454
H20 -2.775671 -0.845654 -3.307251
H21 -4.138002 1.033648 -3.826813
H22 -5.198999 0.808298 -2.450507
H23 -2.524199 2.177626 -2.723771
H24 -2.546666 2.803122 -0.413633
H25 -4.989556 2.356249 0.429744
H26 -3.712508 1.471952 1.246423
H27 -5.564637 0.022539 0.882868
H28 -5.696955 0.407846 -0.821607
H29 5.336797 1.026419 2.098878
H30 4.515815 2.040505 0.905679
H31 5.594899 0.726077 0.342828
C16 6.385566 -1.422438 1.941272
O1 5.096419 -1.076837 1.499797
H32 6.498764 -1.287325 3.034876
H33 7.122046 -0.757799 1.443392
H34 6.677971 -2.460493 1.719809

Atoms 1-6, force components in eV/Å:
P -0.216 -0.307 -0.233
P 0.063 0.418 0.003
C -0.151 0.739 -0.046
C 0.024 -0.437 0.067
H -0.165 0.101 0.482
H 0.080 -0.504 -0.314

* calculated total energy: -2538.798305 hartree
* HOMO energy (alpha / beta): -0.1686 / -0.2137 Eh
* multiplicity: 6
* frontier orbital gap (alpha / beta): 4.98 / 6.16 eV
* charge: 0